A molecular structure, C39H45MnN7O2SeSi2 in a non-equilibrium geometry, computed with the ωB97M-V functional and the def2-TZVPD basis.

```
97
Properties=species:S:1:pos:R:3:lowdin_charge:R:1
Mn 0.08766 0.38013 0.11676 0.902
N 2.47756 0.48683 2.68996 0.146
C 1.21056 0.38133 3.22686 -0.284
C 1.14546 0.20323 4.62176 0.016
C -0.07634 0.14423 5.24656 -0.036
C -1.22284 0.31363 4.47906 -0.041
C -1.07204 0.50213 3.12456 -0.126
N 0.10586 0.50813 2.48826 0.075
C 3.03286 0.15213 1.47416 -0.282
C 4.41036 -0.14417 1.49666 0.014
C 5.06136 -0.47397 0.33266 -0.035
C 4.31736 -0.55337 -0.84094 -0.063
C 2.97196 -0.25637 -0.78074 -0.167
N 2.33706 0.13003 0.33596 0.082
H 3.17996 0.43063 3.41966 0.139
H 2.04646 0.08643 5.20486 0.120
H -0.14104 -0.02537 6.30846 0.118
H -2.20064 0.30443 4.93006 0.111
H -1.93804 0.68603 2.50596 0.074
H 4.95576 -0.13267 2.42926 0.120
H 6.11746 -0.69837 0.33786 0.121
H 4.78376 -0.85187 -1.76574 0.118
H 2.35766 -0.35257 -1.66994 0.107
Se -5.72174 0.13043 -5.32474 1.186
N -4.00404 0.47163 -5.38424 -0.238
C -3.47744 0.29033 -4.18764 -0.326
C -2.09974 0.51733 -3.85644 -0.069
C -1.13984 0.84173 -4.81834 0.039
C 0.14466 1.09993 -4.38984 -0.007
C 0.41896 1.07893 -3.02574 -0.097
N -0.46404 0.72923 -2.10064 0.090
C -1.71194 0.41623 -2.50074 -0.112
C -2.64034 -0.08617 -1.50654 -0.142
N -2.17154 -0.29867 -0.26644 0.084
C -2.96124 -0.89267 0.60986 -0.141
C -4.29354 -1.21307 0.36316 -0.004
C -4.82124 -0.92407 -0.87544 0.039
C -3.97564 -0.38577 -1.84784 -0.078
C -4.41014 -0.12737 -3.18904 -0.328
N -5.64934 -0.26757 -3.61764 -0.235
H -1.42634 0.89533 -5.85794 0.127
H 0.93586 1.32923 -5.08384 0.118
H 1.39706 1.37853 -2.67414 0.084
H -2.51584 -1.14837 1.56066 0.104
H -4.88114 -1.66607 1.14476 0.120
H -5.84924 -1.12097 -1.12924 0.125
C -3.14434 2.52393 0.63086 -0.173
Si -1.51144 3.52453 0.48916 0.512
C -1.39494 4.43513 2.17136 -0.161
C -1.97564 4.75723 -0.89784 -0.180
C 0.15736 2.53683 0.33856 -0.358
Si 1.61726 3.67713 -0.25064 0.511
C 1.18296 5.06033 -1.49594 -0.180
C 3.17836 2.86533 -1.01944 -0.175
C 2.35416 4.46903 1.33526 -0.167
H -3.91064 3.17313 1.04416 0.042
H -3.08074 1.66333 1.28406 -0.014
H -3.49754 2.18273 -0.33734 0.021
H -2.29204 5.01433 2.35586 0.033
H -0.55744 5.12013 2.21826 0.011
H -1.29064 3.73063 2.99096 0.024
H -3.05114 4.90673 -0.90114 0.031
H -1.70134 4.40383 -1.88554 0.018
H -1.52834 5.73373 -0.75994 0.020
H 0.43466 2.43923 1.39936 -0.030
H 0.56096 4.71223 -2.31214 0.016
H 2.09376 5.45833 -1.93264 0.030
H 0.67036 5.89153 -1.02734 0.020
H 2.96866 2.09123 -1.74474 -0.014
H 3.82106 2.44123 -0.25664 0.023
H 3.76356 3.62073 -1.53354 0.037
H 1.65506 5.11063 1.85926 0.011
H 3.22166 5.07203 1.08576 0.035
H 2.68036 3.70763 2.03866 0.021
C 0.68826 -8.02457 -0.57454 -0.048
C 0.66686 -6.56297 -0.25444 -0.267
C -0.39374 -5.98977 0.43036 -0.002
C -0.40004 -4.64077 0.75346 -0.202
C -1.54844 -4.04007 1.50886 -0.023
C 0.68096 -3.84707 0.37026 -0.061
C 1.75786 -4.40457 -0.31854 -0.199
C 2.93576 -3.57287 -0.73224 -0.025
C 1.73456 -5.75637 -0.62074 -0.006
C 0.72616 -2.39647 0.78336 -0.587
O 1.22596 -2.07427 1.85966 0.061
O 0.23096 -1.54897 -0.03364 -0.125
H -0.28124 -8.47797 -0.38714 0.075
H 1.43296 -8.52727 0.04296 0.086
H 0.95796 -8.18317 -1.61704 0.081
H -1.23034 -6.60877 0.72206 0.115
H -2.26324 -4.80367 1.80486 0.082
H -2.06404 -3.31157 0.88196 0.062
H -1.18454 -3.53627 2.40466 0.089
H 2.69676 -2.98727 -1.62084 0.086
H 3.78636 -4.20867 -0.96354 0.085
H 3.21956 -2.89597 0.06956 0.070
H 2.56986 -6.19257 -1.14984 0.120
```

Properties
**Orbital gap (alpha / beta)**: 6.2669 / 6.9276 eV
**Net charge**: +1
**Lowest unoccupied orbital energy (alpha / beta)**: -4.0 / -3.3 eV
**HOMO (alpha / beta)**: -10.231 / -10.253 eV
**Relative energy (zero: lowest compared OMol25 entry of this formula, charge and spin)**: 12.8 kcal per mole
**Multiplicity**: 5